# 1
Here is 2 unconnected molecules or ions with the total composition CH8N2S from the Open Molecules 2025 dataset. Energies are from ωB97M-V with the def2-TZVPD basis set.

Computed properties:
**ΔE to the lowest compared entry with this formula, charge and spin**: 5.4 kcal/mol
**Total charge**: 0
**SMILES**: NCN.S
**Frontier orbital gap**: 10.47 eV
**HOMO**: -0.34777 hartree
**LUMO**: 1.00 eV
**Max |F|**: 0.0151 hartree/bohr

Geometry as XYZ:
```
12
Properties=species:S:1:pos:R:3:mulliken_charge:R:1
H -1.5071 0.6347 -0.1849 0.23
N -1.8139 -2.0098 -2.0116 -0.61
H 5.7824 2.9190 4.0566 0.14
H -1.1582 -0.1750 -2.6951 0.27
H 4.9900 1.4754 5.1353 0.15
N -2.1132 0.1083 -0.8028 -0.63
H -2.6730 0.7932 -1.2959 0.24
H -0.3074 -0.7767 -1.2990 0.33
S 4.5973 2.3219 4.1762 -0.29
H -2.8208 -1.9694 -2.1319 0.22
H -1.6812 -2.6242 -1.2079 0.25
C -1.2950 -0.6974 -1.7390 -0.30
```


# 2
Here is a molecular structure, C26H20CaF6O4PS2Te from the Open Molecules 2025 dataset. Energies are from ωB97M-V with the def2-TZVPD basis set.

Computed properties:
**ΔE to the lowest compared entry with this formula, charge and spin**: 0.0 kcal/mol
**Total charge**: -1
**Frontier orbital gap**: 6.40 eV
**HOMO**: -0.14537 hartree
**LUMO**: 2.44 eV
**Max |F|**: 0.0084 hartree/bohr

Geometry as XYZ:
```
61
Properties=species:S:1:pos:R:3:mulliken_charge:R:1
H -1.3022 -4.8483 3.6936 0.40
C -1.0294 -3.1710 2.3966 -0.06
H -3.3206 -2.2936 1.3060 0.35
C -2.6302 0.0709 -1.0192 -0.41
C 1.2941 -2.7660 -0.0824 -0.22
F 4.1749 0.0843 -2.3327 -0.31
F 5.1820 0.3869 0.1652 -0.30
C 3.0523 0.7016 -1.9000 0.36
C -1.0268 -1.0195 3.4442 0.04
C -0.0197 -2.3782 -0.3446 0.04
H -1.4846 -3.4573 5.7425 0.38
H -0.7063 -4.5731 -2.8372 0.39
Te -1.7794 3.8835 0.0458 -0.16
H 4.4343 3.3872 -0.2455 0.42
Ca 0.3184 1.9103 0.9568 1.38
C 0.8021 5.5690 -3.0950 -0.76
C -1.2276 -3.7695 3.6314 -0.70
C -1.3300 -2.9934 4.7766 -0.61
H 3.7108 3.3693 -1.8577 0.36
F 4.1009 1.6554 1.5395 -0.28
C 4.2266 2.7657 -1.1142 -1.82
C -4.7439 -1.4287 -0.0391 -0.69
C -0.1447 -4.0712 -2.0591 -0.69
H -1.7482 -2.7314 -1.5647 0.34
F 2.5788 1.4107 -2.9385 -0.28
C 3.2758 1.6391 -0.6831 1.28
C -0.7317 -3.0338 -1.3439 -0.30
S -0.8837 0.7625 3.4092 1.54
C -4.9572 -0.5150 -1.0633 -0.48
C 1.8757 -3.8052 -0.7880 -0.68
O -1.7044 1.2018 2.2732 -0.61
H -0.1421 7.3182 -4.0361 0.36
C 1.1563 -4.4612 -1.7798 -0.54
C -0.9308 -1.7850 2.2733 -0.43
H -5.9524 -0.3755 -1.4668 0.36
F 2.1542 -0.2632 -1.6429 -0.02
C -0.7744 4.9147 -1.4974 -0.21
H 1.0609 3.8195 -1.7472 0.19
H 5.1611 2.3874 -1.5297 0.40
H -5.5703 -2.0062 0.3567 0.39
H -1.3068 -0.9782 5.5506 0.55
O 0.5327 1.0397 3.0870 -0.92
C -3.4744 -1.5928 0.4948 -0.12
F 3.2182 -0.1942 0.8783 -0.09
C -2.4067 -0.8460 0.0051 0.49
H 2.8975 -4.0946 -0.5774 0.41
C -1.2295 -1.6154 4.6808 -0.58
H -4.0612 0.9788 -2.3225 0.44
H -0.9481 -3.7923 1.5136 0.45
H -1.8167 0.6844 -1.3856 0.40
C -0.1491 6.5165 -3.3146 -0.41
H 1.8661 -2.2414 0.6745 0.39
C 0.4444 4.6530 -2.0613 0.25
C -3.9000 0.2370 -1.5516 -0.75
P -0.6954 -0.9777 0.6267 0.96
S -1.4587 6.3245 -2.2169 -0.19
H 1.6145 -5.2666 -2.3401 0.35
O 2.0782 2.0911 -0.2571 -0.92
C 3.9557 0.8574 0.4665 0.31
O -1.3020 1.2143 4.7075 -0.78
H 1.7228 5.5107 -3.6609 0.35
```


# 3
Here is 2 unconnected molecules or ions with the total composition CHF3O2S in a non-equilibrium geometry from the Open Molecules 2025 dataset. Energies are from ωB97M-V with the def2-TZVPD basis set.

Computed properties:
**ΔE to the lowest compared entry with this formula, charge and spin**: 11.4 kcal/mol
**Total charge**: 0
**Frontier orbital gap (spin up / spin down)**: 9.80 / 9.60 eV
**HOMO (spin up / spin down)**: -0.35591 / -0.45410 hartree
**2S+1**: 3
**LUMO (spin up / spin down)**: 0.12 / -2.76 eV
**Max |F|**: 0.0501 hartree/bohr

Geometry as XYZ:
```
8
Properties=species:S:1:pos:R:3:mulliken_charge:R:1
C 0.5039 -0.4852 1.4649 0.50
O 0.5138 -0.1531 -2.2672 -0.42
F 1.7507 -0.8071 0.9968 -0.16
O -0.8269 1.8486 -1.6725 -0.42
F 0.4802 0.6315 2.1088 -0.15
S -0.4743 0.5057 -1.4217 0.64
H -1.9783 -0.0895 -1.4027 0.20
F 0.0307 -1.4509 2.1935 -0.19
```